Record 1
ORCA calculation (wB97M-V/def2-TZVPD) on an isolated molecule of C4H6O2Si in a non-equilibrium geometry.

Geometry as XYZ:
```
13
Properties=species:S:1:pos:R:3:forces:R:3:mulliken_charge:R:1
Si 0.721 1.132 -0.424 -0.62 -2.54 1.07 0.376
O 1.071 2.360 0.584 -0.13 0.44 0.14 -0.481
O 1.888 -1.222 1.062 -0.17 -0.13 0.02 -0.520
C -1.411 -0.523 -0.161 0.18 -0.10 0.00 -0.248
C 0.961 -0.787 0.431 0.33 1.92 -0.79 0.234
C -0.333 -1.518 0.145 -0.02 -0.42 0.10 -0.469
C -1.109 0.734 -0.479 0.45 0.78 -0.29 -0.505
H 1.848 2.332 1.137 0.22 -0.02 0.12 0.329
H -0.611 -2.198 0.956 0.10 0.02 -0.04 0.333
H -0.140 -2.133 -0.743 -0.03 -0.09 0.08 0.254
H -1.892 1.439 -0.708 -0.21 0.05 -0.02 0.446
H 1.439 1.264 -1.684 0.06 0.07 -0.36 -0.106
H -2.431 -0.881 -0.115 -0.16 0.05 -0.04 0.356
```
Positions in Å, forces in eV/Å.

Output
ΔE to the lowest compared entry with this formula, charge and spin: 0.237 eV
SMILES: O=C1CC=C[Si@H]1O
Molecular weight: 114.18 g mol⁻¹
Calculated total energy: -16217.84819 eV
Strongest force on any atom: 2.8 eV/Å

=====

Record 2
ORCA calculation (wB97M-V/def2-TZVPD) on C26H35BFeN5O8P2S as an isolated structure in a non-equilibrium geometry.

Geometry as XYZ:
```
79
Properties=species:S:1:pos:R:3:forces:R:3:mulliken_charge:R:1
Fe 0.129 0.090 0.506 -0.09 -0.49 1.02 0.159
S 3.218 -4.790 -4.057 -0.03 -0.01 0.03 1.285
P 1.423 0.619 -1.269 -0.06 0.14 -0.28 1.544
P 0.145 2.387 1.050 -0.03 0.00 -0.38 1.694
O -1.838 -0.898 -0.490 -0.01 0.18 -0.24 -0.392
O -6.014 2.047 -5.355 -0.07 0.02 0.09 -0.656
O -6.306 0.030 -4.661 -0.07 0.05 0.07 -0.648
O 2.251 -5.732 -4.597 0.02 0.00 -0.01 -0.701
O 4.398 -5.392 -3.458 0.00 0.00 -0.02 -0.717
O -1.308 1.652 -1.358 -0.02 0.22 -0.13 0.060
O 3.490 -3.651 -4.921 0.00 0.01 0.01 -0.683
O -1.217 0.548 6.962 0.02 -0.02 0.00 -0.675
N 0.391 -2.018 0.474 -0.48 0.29 0.01 -0.483
N 1.710 0.047 1.610 0.23 -0.14 0.08 0.118
N -5.710 1.095 -4.653 0.14 -0.11 -0.27 1.015
N -1.041 -0.296 2.302 -0.08 -0.05 0.23 0.356
N 0.834 0.338 6.036 0.05 0.04 -0.05 -0.258
C 2.988 -3.833 -1.456 0.13 -0.02 0.06 -0.376
C 3.174 0.139 -1.164 0.03 0.04 -0.04 -1.207
C 1.515 2.455 -1.383 0.07 -0.05 -0.14 -1.042
C -2.435 -0.660 4.718 0.06 0.04 -0.06 -0.571
C 1.027 -2.744 -0.589 0.25 -0.22 -0.02 0.405
C 0.369 -2.987 -1.789 0.05 -0.01 0.15 -0.405
C -2.999 -1.002 3.506 -0.01 0.00 0.00 -0.995
C 0.743 2.922 2.698 0.00 -0.01 0.02 -1.401
C 1.033 -3.642 -2.813 -0.06 0.02 -0.13 -0.700
C -2.711 -0.821 -1.362 0.13 -0.18 0.25 -0.691
C -0.505 0.012 3.492 0.10 0.01 0.02 0.003
C -1.145 -0.148 4.707 -0.02 0.01 -0.01 0.201
C -2.280 -0.803 2.337 -0.06 -0.03 -0.12 -0.318
C -4.159 0.167 -3.022 0.09 0.17 0.03 -0.361
C 1.494 3.082 0.002 -0.06 0.15 0.14 -1.354
C -2.767 2.598 -2.955 0.01 0.00 0.02 -0.972
C -2.303 1.527 -2.100 -0.05 0.04 -0.08 -0.274
C 0.986 0.141 -2.965 0.00 0.08 -0.04 -1.105
C 2.352 -4.045 -2.666 -0.04 0.00 -0.02 -0.320
C -1.263 3.536 0.870 0.04 0.07 0.03 -1.351
C 2.327 -3.197 -0.413 -0.04 0.08 -0.06 -0.849
C -0.512 0.274 6.005 -0.08 -0.04 0.03 0.275
C 2.558 -0.046 2.388 0.06 0.23 -0.06 -0.461
C -3.849 2.453 -3.762 0.04 -0.02 0.03 -0.678
C -4.554 1.228 -3.794 -0.06 -0.06 0.08 -0.622
C -3.054 0.297 -2.170 -0.13 -0.02 -0.15 1.296
B 3.625 -0.031 3.552 -0.08 -0.14 -0.01 0.738
H -2.213 3.528 -2.931 0.01 0.00 0.01 0.431
H -2.027 3.291 1.610 0.01 -0.05 0.00 0.372
H 1.153 -0.922 -3.109 0.04 -0.09 0.00 0.235
H 4.648 -0.528 3.156 0.05 0.01 0.01 -0.141
H 0.864 -2.198 1.352 0.10 -0.03 -0.02 0.374
H 2.411 2.744 -1.939 -0.01 -0.02 0.02 0.685
H -4.708 -0.765 -3.069 -0.02 -0.01 0.00 0.533
H 3.758 1.130 3.875 -0.01 0.04 0.01 -0.150
H -0.577 -2.308 0.582 0.02 -0.08 -0.14 0.436
H 0.640 2.772 -1.949 0.00 -0.02 -0.02 0.155
H 1.408 4.172 -0.051 -0.01 -0.01 0.03 0.577
H 1.605 0.686 -3.681 0.00 0.01 0.03 0.526
H 1.443 0.015 5.297 0.02 0.00 0.03 0.117
H -0.935 4.564 1.040 0.01 -0.01 0.02 0.461
H -4.187 3.261 -4.395 -0.02 0.00 -0.01 0.495
H 3.713 0.508 -2.038 0.00 0.00 -0.01 0.475
H 3.629 0.540 -0.260 -0.01 0.02 0.01 0.361
H 0.532 -3.836 -3.753 0.00 -0.02 -0.01 0.408
H -3.326 -1.723 -1.540 -0.02 0.01 -0.01 0.235
H 1.260 0.630 6.899 0.01 -0.01 -0.01 0.216
H -0.063 0.369 -3.147 0.00 -0.01 0.00 0.110
H 0.487 0.425 3.465 0.03 0.03 -0.04 -0.088
H 4.009 -4.177 -1.345 0.00 -0.01 0.01 0.526
H -3.995 -1.417 3.443 0.00 0.00 0.01 0.475
H -2.957 -0.768 5.659 0.00 0.00 0.01 0.496
H 3.259 -0.946 -1.135 -0.01 -0.01 -0.02 0.179
H 3.149 -0.698 4.456 -0.03 -0.01 0.03 -0.189
H -1.689 3.436 -0.122 0.01 0.01 -0.01 0.212
H 1.641 2.377 2.989 0.01 -0.01 0.00 0.288
H -2.712 -1.059 1.383 0.02 0.02 -0.03 0.378
H -0.649 -2.654 -1.923 -0.08 0.03 0.01 0.323
H 2.421 2.865 0.543 0.00 -0.05 -0.02 0.361
H 2.835 -3.029 0.531 -0.01 0.01 0.03 0.321
H 0.984 3.986 2.655 0.00 0.01 -0.01 0.577
H -0.020 2.783 3.463 -0.03 -0.02 -0.02 0.346
```
Positions in Å, forces in eV/Å.

Output
Charge: -1
ΔE to the lowest compared entry with this formula, charge and spin: 0.606 eV
Molecular weight: 706.27 g mol⁻¹
Calculated total energy: -115839.43325 eV
Strongest force on any atom: 1.1 eV/Å